[1]
# CH8NO

2 unconnected molecules or ions with the total composition CH8NO in a non-equilibrium geometry (ωB97M-V with the def2-TZVPD basis set, the Open Molecules 2025 dataset).

Computed properties:
charge = +1
HOMO energy = -15.944 eV
calculated total energy = -4696.7697 eV
ΔE to the lowest compared entry with this formula, charge and spin = 1.275 eV
Kohn-Sham gap = 0.445 Ha
LUMO energy = -3.84 eV

The geometry in XYZ format:
```
11
Properties=species:S:1:pos:R:3:forces:R:3
O -0.35807 -0.26423 -0.83152 -0.5 1.4 -1.5
N 0.24689 -0.92568 1.48458 -1.6 -0.1 3.5
C -0.27141 1.18708 -1.19223 2.5 -2.0 0.6
H 0.96107 -0.40307 1.97255 0.5 0.1 0.0
H -0.07795 -0.42771 0.61137 -1.1 0.2 -0.1
H -0.01913 -0.75120 -1.60124 -0.3 0.0 0.4
H 0.60781 -1.70617 1.02603 1.4 -2.0 -0.5
H 0.15530 1.27027 -2.18576 0.6 0.1 0.3
H -0.39691 -1.32506 2.27708 0.8 1.3 -2.2
H 0.27562 1.60405 -0.35409 0.8 0.4 -0.5
H -1.12322 1.74172 -1.20678 -3.3 0.6 0.0
```
Forces are in eV/Å.

Atomic charges from the natural (NBO) analysis, expressed in e, are listed below: atom 1 (O): -0.769, atom 2 (N): -0.896, atom 3 (C): -0.244, atom 4 (H): 0.438, atom 5 (H): 0.473, atom 6 (H): 0.517, atom 7 (H): 0.428, atom 8 (H): 0.211, atom 9 (H): 0.462, atom 10 (H): 0.176, atom 11 (H): 0.204


[2]
# CH8O2

3 unconnected molecules or ions with the total composition CH8O2 in a non-equilibrium geometry (ωB97M-V with the def2-TZVPD basis set, the Open Molecules 2025 dataset).

Computed properties:
charge = 0
HOMO energy = -10.809 eV
calculated total energy = -5261.5194 eV
ΔE to the lowest compared entry with this formula, charge and spin = 0.221 eV
Kohn-Sham gap = 0.419 Ha
LUMO energy = 0.60 eV
SMILES string = C.O.O

The geometry in XYZ format:
```
11
Properties=species:S:1:pos:R:3:forces:R:3
O -0.54915 -1.62996 0.27030 -0.5 0.6 0.5
O -1.53990 0.55079 1.86652 -0.6 0.0 0.4
C 1.44636 0.50514 -1.45047 -0.3 -1.0 1.0
H -2.48074 0.39730 2.01759 -0.2 0.0 -0.5
H 1.99625 0.32390 -2.36293 -0.4 0.2 -0.4
H -0.92709 -0.84679 0.74292 0.4 -0.7 -0.4
H 0.57714 1.15325 -1.45935 0.4 0.7 -0.5
H -1.24608 0.53549 2.78107 0.7 0.1 0.1
H -0.42937 -1.32770 -0.63180 -0.1 -0.1 -0.1
H 2.17455 0.75394 -0.68123 -0.2 0.4 0.1
H 0.97802 -0.41536 -1.09262 0.7 -0.2 -0.3
```
Forces are in eV/Å.

Atomic charges from the natural (NBO) analysis, expressed in e, are listed below: atom 1 (O): -0.962, atom 2 (O): -0.936, atom 3 (C): -0.853, atom 4 (H): 0.475, atom 5 (H): 0.216, atom 6 (H): 0.491, atom 7 (H): 0.216, atom 8 (H): 0.478, atom 9 (H): 0.457, atom 10 (H): 0.217, atom 11 (H): 0.201


[3]
# CH8O2S2

3 unconnected molecules or ions with the total composition CH8O2S2 in a non-equilibrium geometry (ωB97M-V with the def2-TZVPD basis set, the Open Molecules 2025 dataset).

Computed properties:
charge = 0
HOMO energy = -8.242 eV
calculated total energy = -26930.6186 eV
ΔE to the lowest compared entry with this formula, charge and spin = 1.896 eV
Kohn-Sham gap = 0.313 Ha
LUMO energy = 0.28 eV
SMILES string = CSS.O.O

The geometry in XYZ format:
```
13
Properties=species:S:1:pos:R:3:forces:R:3
S 0.54855 0.41877 2.58272 2.1 0.3 1.5
S -0.81412 1.46811 1.60243 -1.6 0.1 -1.4
O 0.73441 -1.84908 1.03100 -0.9 1.4 3.0
O -0.66651 -1.07018 -2.16016 0.2 1.4 -0.3
C -0.47047 1.81545 -0.23011 0.6 3.0 2.5
H 0.01120 -1.68717 -2.42147 0.3 -0.4 -0.2
H 0.61400 -0.95542 2.40248 -1.1 1.1 -0.2
H -0.86304 1.06243 -0.88064 -0.3 -0.1 -0.3
H -0.93136 2.92104 -0.24212 0.6 -2.7 -0.6
H 0.61894 2.00790 -0.28479 -0.5 -0.4 -0.4
H -0.39421 -0.22663 -2.59692 -0.4 -1.0 0.5
H 0.97649 -2.68512 0.83043 1.1 -3.8 -1.9
H 0.63614 -1.22011 0.36717 -0.1 1.0 -2.3
```
Forces are in eV/Å.

Atomic charges from the natural (NBO) analysis, expressed in e, are listed below: atom 1 (S): -0.228, atom 2 (S): 0.049, atom 3 (O): -0.940, atom 4 (O): -0.939, atom 5 (C): -0.744, atom 6 (H): 0.470, atom 7 (H): 0.202, atom 8 (H): 0.218, atom 9 (H): 0.239, atom 10 (H): 0.222, atom 11 (H): 0.472, atom 12 (H): 0.483, atom 13 (H): 0.498


[4]
# CH8O8P2

A molecular structure, CH8O8P2 in a non-equilibrium geometry (ωB97M-V with the def2-TZVPD basis set, the Open Molecules 2025 dataset).

Computed properties:
charge = +2
HOMO energy = -18.930 eV
calculated total energy = -36112.0209 eV
ΔE to the lowest compared entry with this formula, charge and spin = 0.000 eV
Kohn-Sham gap = 0.362 Ha
LUMO energy = -9.08 eV

The geometry in XYZ format:
```
19
Properties=species:S:1:pos:R:3:forces:R:3
P 2.59420 -0.65845 0.10160 0.3 0.2 1.6
P 0.12915 0.66532 0.09730 0.7 0.9 1.3
O 0.73954 1.53492 1.32600 -0.9 -0.7 -1.9
O -4.09582 -0.77543 0.12653 -3.6 -1.4 -1.1
O 1.04645 -0.70134 0.38819 0.0 0.2 0.0
O 3.11505 0.69522 0.60135 -1.1 -2.9 2.9
O -1.31795 0.42196 -0.03155 1.1 0.1 0.3
O 3.44982 -1.77374 0.73461 -0.9 0.1 -0.8
O 2.69450 -0.71097 -1.40007 1.5 -1.8 -2.3
O 0.92993 1.17668 -1.19629 -1.1 0.0 1.1
C -5.25834 -0.46914 -0.30093 1.1 0.2 2.5
H 3.26225 -1.41040 -1.82554 -0.6 0.9 0.3
H 3.42359 1.33150 0.04421 1.5 3.0 -2.6
H -6.02727 -1.21593 -0.07506 0.3 -0.2 -0.5
H 0.44487 1.76655 -1.79737 0.0 -0.1 0.1
H -5.59900 0.55187 -0.54908 0.8 -0.3 -0.6
H 3.55616 -2.10208 1.63610 -0.2 0.2 0.2
H -3.35112 -0.20423 0.02832 1.8 1.9 -0.3
H 0.26401 1.87769 2.09168 -0.5 -0.1 -0.2
```
Forces are in eV/Å.

Atomic charges from the natural (NBO) analysis, expressed in e, are listed below: atom 1 (P): 2.649, atom 2 (P): 2.552, atom 3 (O): -0.992, atom 4 (O): -0.472, atom 5 (O): -1.039, atom 6 (O): -0.956, atom 7 (O): -1.093, atom 8 (O): -0.972, atom 9 (O): -0.977, atom 10 (O): -0.991, atom 11 (C): 0.439, atom 12 (H): 0.577, atom 13 (H): 0.546, atom 14 (H): 0.231, atom 15 (H): 0.555, atom 16 (H): 0.228, atom 17 (H): 0.587, atom 18 (H): 0.568, atom 19 (H): 0.559


[5]
# CH8SSi2

2 unconnected molecules or ions with the total composition CH8SSi2 in a non-equilibrium geometry (ωB97M-V with the def2-TZVPD basis set, the Open Molecules 2025 dataset).

Computed properties:
charge = 0
HOMO energy = -8.563 eV
calculated total energy = -27753.4491 eV
ΔE to the lowest compared entry with this formula, charge and spin = 2.088 eV
Kohn-Sham gap = 0.265 Ha
LUMO energy = -1.34 eV

The geometry in XYZ format:
```
12
Properties=species:S:1:pos:R:3:forces:R:3
S 0.97623 1.96591 -0.39986 0.7 0.3 -0.5
Si -0.64044 -3.79016 0.84599 0.1 0.7 -0.1
Si 1.30518 -0.04078 0.37384 -0.4 2.0 -1.6
C -0.80352 2.07392 -1.03263 2.8 1.1 -0.7
H -1.86201 -3.30172 1.59851 0.0 -0.1 0.0
H -0.97242 3.10770 -0.60378 -0.8 -1.4 -1.1
H -0.77751 1.90552 -2.17854 -0.5 0.5 2.2
H 0.95135 -0.87069 -0.74794 -0.4 -0.8 -0.1
H -0.24463 -2.29867 0.54704 -0.2 -0.9 0.2
H 0.51391 0.07461 1.55171 -0.5 -0.8 1.0
H -1.17252 1.27902 -0.45098 -1.7 -0.6 0.2
H 2.72639 -0.10463 0.49665 0.9 -0.1 0.5
```
Forces are in eV/Å.

Atomic charges from the natural (NBO) analysis, expressed in e, are listed below: atom 1 (S): -0.308, atom 2 (Si): 0.598, atom 3 (Si): 0.766, atom 4 (C): -0.687, atom 5 (H): -0.287, atom 6 (H): 0.241, atom 7 (H): 0.233, atom 8 (H): -0.159, atom 9 (H): -0.309, atom 10 (H): -0.152, atom 11 (H): 0.211, atom 12 (H): -0.147


[6]
# CH9B2BrGaNO3PYb

A molecular structure, CH9B2BrGaNO3PYb in a non-equilibrium geometry (ωB97M-V with the def2-TZVPD basis set, the Open Molecules 2025 dataset).

Computed properties:
charge = +1
HOMO energy = -10.118 eV
calculated total energy = -173399.0737 eV
Kohn-Sham gap = 0.165 Ha
LUMO energy = -5.62 eV

The geometry in XYZ format:
```
20
Properties=species:S:1:pos:R:3:forces:R:3
Yb 2.19401 0.25176 -2.04234 -1.1 1.7 -1.4
Br -2.35995 2.22680 2.22718 0.0 -0.2 -0.2
Ga -0.13012 0.67353 -0.17314 -0.9 0.2 0.4
P -0.67792 2.74061 0.83762 0.4 0.6 0.4
O -1.76242 -1.72212 -1.03004 0.1 -0.2 -0.8
O 2.61337 0.38458 1.27978 0.4 -0.9 1.3
O -1.48360 3.53013 -0.37304 0.3 -0.2 -0.4
N -2.24046 -1.09485 1.25942 0.3 -0.4 0.3
C 2.28257 -1.42790 -0.46191 0.6 0.3 0.1
B -1.54830 -0.90188 0.02858 0.1 0.5 0.0
B 1.75910 -0.08808 0.37388 -0.6 -0.4 -0.2
H 2.52068 -2.22593 0.21504 0.0 -0.3 0.4
H 2.21042 0.65976 2.12070 0.3 0.7 -0.4
H 3.22778 -1.23359 -1.01210 0.4 -1.0 0.4
H -1.22776 3.13497 -1.21733 -0.4 0.2 0.0
H 1.50241 -1.79424 -1.15017 0.1 -0.2 0.0
H -1.39389 -1.32253 -1.82976 -0.1 -0.4 0.1
H -0.00741 0.97102 -1.81942 0.5 -0.1 -0.5
H -2.31184 -2.07255 1.51419 -0.3 -0.2 0.0
H -3.16666 -0.68950 1.25286 -0.1 0.3 0.3
```
Forces are in eV/Å.

Atomic charges from the natural (NBO) analysis, expressed in e, are listed below: atom 1 (Yb): 1.657, atom 2 (Br): -0.228, atom 3 (Ga): -0.001, atom 4 (P): 0.591, atom 5 (O): -0.877, atom 6 (O): -0.882, atom 7 (O): -0.972, atom 8 (N): -1.168, atom 9 (C): -1.021, atom 10 (B): 0.787, atom 11 (B): 0.433, atom 12 (H): 0.322, atom 13 (H): 0.543, atom 14 (H): 0.164, atom 15 (H): 0.485, atom 16 (H): 0.231, atom 17 (H): 0.487, atom 18 (H): -0.363, atom 19 (H): 0.395, atom 20 (H): 0.418